{"formula": "C35H40IrN2O7S2", "method": "ωB97M-V/def2-TZVPD", "s_squared": 0.8285, "largest_force_ha_per_bohr": 0.024, "orbital_gap_ev": [6.4, 6.2], "multiplicity": 2, "energy_ha": -2894.5006, "symbols": ["Ir", "C", "C", "C", "O", "C", "C", "O", "C", "O", "C", "C", "C", "C", "C", "C", "C", "C", "C", "C", "C", "C", "C", "O", "C", "C", "C", "C", "C", "C", "C", "C", "C", "C", "C", "C", "H", "H", "H", "H", "H", "H", "H", "H", "H", "H", "H", "H", "H", "H", "H", "H", "H", "H", "H", "H", "H", "H", "H", "H", "H", "H", "H", "H", "N", "C", "C", "C", "C", "N", "H", "H", "H", "H", "H", "H", "H", "H", "H", "H", "H", "H", "O", "S", "O", "O", "S"], "positions_angstrom": [[0.131, 0.149, -0.157], [-3.309, 0.056, 5.022], [-1.856, 0.243, 4.623], [-0.950, 0.537, 5.799], [-1.408, -0.946, 3.950], [-1.078, -0.622, 2.605], [-1.862, 0.683, 2.401], [-1.708, 1.288, 3.681], [-1.510, 1.622, 1.238], [-1.755, 0.863, 0.070], [-2.442, 2.828, 1.275], [-3.588, 2.824, 0.487], [-4.468, 3.896, 0.539], [-4.203, 4.975, 1.369], [-3.057, 4.981, 2.151], [-2.180, 3.908, 2.108], [0.000, 2.024, 1.089], [0.261, 2.479, -0.235], [2.688, 3.846, 0.333], [3.063, 2.988, 1.474], [2.272, 2.224, 2.253], [0.880, 1.895, 2.134], [-1.371, -1.805, 1.664], [-0.889, -1.516, 0.363], [-0.621, -3.070, 2.113], [0.344, -3.102, 3.111], [1.071, -4.262, 3.357], [0.843, -5.405, 2.609], [-0.132, -5.389, 1.618], [-0.858, -4.234, 1.381], [-2.878, -2.097, 1.598], [-3.510, -2.782, 2.634], [-4.875, -3.016, 2.593], [-5.629, -2.575, 1.514], [-5.005, -1.901, 0.476], [-3.637, -1.664, 0.517], [-3.401, -0.819, 5.666], [-3.930, -0.103, 4.141], [-3.666, 0.936, 5.559], [-1.022, -0.265, 6.533], [-1.242, 1.477, 6.266], [0.083, 0.616, 5.459], [0.000, -0.432, 2.532], [-2.914, 0.434, 2.233], [-3.780, 1.982, -0.164], [-5.358, 3.892, -0.078], [-4.885, 5.816, 1.398], [-2.831, 5.829, 2.784], [-1.273, 3.937, 2.696], [-0.623, 2.599, -0.853], [3.578, 4.160, -0.211], [4.082, 3.127, 1.815], [2.741, 1.839, 3.152], [0.445, 1.453, 3.024], [0.531, -2.230, 3.723], [1.814, -4.269, 4.145], [1.408, -6.308, 2.804], [-0.333, -6.282, 1.038], [-1.626, -4.224, 0.616], [-2.926, -3.131, 3.477], [-5.353, -3.546, 3.408], [-6.696, -2.759, 1.483], [-5.585, -1.550, -0.369], [-3.149, -1.112, -0.271], [2.275, 0.062, -0.285], [3.008, -0.964, 0.506], [2.383, -2.330, 0.297], [2.174, -2.691, -1.186], [0.731, -2.551, -1.650], [0.195, -1.160, -1.797], [2.583, -0.022, -1.251], [2.591, 0.993, -0.009], [2.974, -0.672, 1.556], [4.056, -0.967, 0.192], [1.420, -2.364, 0.801], [3.015, -3.071, 0.789], [2.419, -3.744, -1.333], [2.860, -2.142, -1.843], [0.088, -3.035, -0.924], [0.600, -3.040, -2.618], [-0.792, -1.273, -2.022], [0.613, -0.695, -2.599], [1.830, 6.252, -0.156], [1.963, 5.425, 1.019], [0.718, 4.962, 1.604], [2.985, 5.814, 1.968], [1.642, 3.175, -0.976]]}

{"formula": "C5H5NO", "method": "ωB97M-V/def2-TZVPD", "e_above_lowest_kj_mol": 401.0, "smiles": "OC=C=CC1=NC1", "largest_force_ha_per_bohr": 0.009, "orbital_gap_ev": 9.8, "energy_ha": -323.3669, "symbols": ["O", "C", "C", "C", "N", "C", "C", "H", "H", "H", "H", "H"], "positions_angstrom": [[0.372, 1.112, -2.050], [0.403, 1.382, -0.729], [-1.369, -0.842, 0.305], [-0.118, -0.945, 0.998], [-0.880, -1.872, 1.357], [1.144, 0.767, 0.180], [1.152, -0.235, 1.043], [0.858, 0.289, -2.208], [-0.218, 2.235, -0.469], [-2.116, -0.113, 0.621], [-1.462, -1.179, -0.728], [1.950, -0.524, 1.717]]}

{"formula": "C5H8N2", "method": "ωB97M-V/def2-TZVPD", "e_above_lowest_kj_mol": 452.5, "largest_force_ha_per_bohr": 0.036, "orbital_gap_ev": 8.9, "energy_ha": -304.6632, "symbols": ["C", "C", "C", "N", "N", "C", "C", "H", "H", "H", "H", "H", "H", "H", "H"], "positions_angstrom": [[-0.734, 1.591, -0.361], [0.512, -0.502, -1.090], [-0.282, 0.166, -0.060], [0.421, -1.839, -1.107], [-1.184, -0.618, 0.738], [1.192, 0.245, 0.466], [2.094, 0.438, 1.252], [-0.038, -2.360, -0.360], [1.105, -2.351, -1.640], [-1.625, -0.083, 1.473], [-1.879, -1.085, 0.169], [-1.656, 1.552, -0.946], [-0.915, 2.135, 0.568], [0.024, 2.121, -0.934], [2.965, 0.589, 1.833]]}

{"formula": "C21H26N2O2", "method": "ωB97M-V/def2-TZVPD", "e_above_lowest_kj_mol": 153.8, "smiles": "C=C(C)c1cccc(C(C)(C)NC(=O)Nc2ccccc2OCC)c1", "largest_force_ha_per_bohr": 0.012, "orbital_gap_ev": 8.9, "energy_ha": -1075.8291, "symbols": ["C", "C", "C", "C", "C", "C", "C", "C", "H", "H", "H", "C", "N", "C", "O", "N", "C", "C", "C", "C", "C", "C", "O", "C", "C", "H", "H", "H", "H", "H", "H", "H", "H", "H", "H", "H", "C", "H", "H", "H", "C", "H", "H", "H", "H", "C", "H", "H", "H", "H", "H"], "positions_angstrom": [[0.260, 0.072, 6.540], [-0.173, 0.927, 5.620], [0.407, 0.968, 4.266], [-0.391, 1.245, 3.158], [0.137, 1.282, 1.878], [1.498, 1.055, 1.710], [2.304, 0.784, 2.799], [1.767, 0.741, 4.071], [2.405, 0.548, 4.920], [3.361, 0.609, 2.655], [1.929, 1.080, 0.720], [-0.703, 1.616, 0.656], [-0.286, 0.742, -0.438], [-0.334, -0.614, -0.322], [-0.620, -1.208, 0.696], [-0.022, -1.319, -1.469], [0.432, -0.894, -2.712], [1.300, 0.177, -2.885], [1.728, 0.544, -4.151], [1.306, -0.168, -5.255], [0.471, -1.266, -5.100], [0.031, -1.641, -3.842], [-0.803, -2.691, -3.567], [-1.103, -3.633, -4.577], [0.070, -4.558, -4.886], [0.919, -3.995, -5.265], [-0.229, -5.291, -5.630], [0.379, -5.078, -3.982], [-1.934, -4.210, -4.164], [-1.454, -3.129, -5.486], [0.164, -1.814, -5.977], [1.632, 0.113, -6.244], [2.399, 1.381, -4.266], [1.668, 0.706, -2.020], [-0.298, -2.291, -1.431], [-0.348, 1.130, -1.367], [-2.210, 1.458, 0.886], [-2.734, 1.589, -0.060], [-2.419, 0.462, 1.265], [-2.580, 2.202, 1.585], [-0.391, 3.056, 0.232], [-0.979, 3.334, -0.641], [0.665, 3.164, -0.004], [-0.631, 3.739, 1.043], [-1.445, 1.407, 3.307], [-1.289, 1.889, 5.913], [-1.444, 1.977, 6.986], [-2.219, 1.539, 5.466], [-1.065, 2.873, 5.505], [1.029, -0.652, 6.333], [-0.162, 0.047, 7.531]]}

{"formula": "C3H2EuO2", "method": "ωB97M-V/def2-TZVPD", "e_above_lowest_kj_mol": 94.7, "s_squared": 15.7609, "largest_force_ha_per_bohr": 0.119, "orbital_gap_ev": [7.1, 7.3], "total_charge": 2, "multiplicity": 8, "energy_ha": -975.5011, "symbols": ["O", "C", "C", "O", "C", "Eu", "H", "H"], "positions_angstrom": [[0.920, 0.869, -0.214], [1.813, -0.005, 0.151], [1.550, -1.313, 0.384], [0.236, -1.810, 0.202], [-0.738, -1.152, -0.225], [-1.311, 1.251, 0.190], [2.868, 0.243, -0.030], [2.280, -2.111, 0.450]]}